The following is a DFT calculation (ωB97M-V/def2-TZVPD) of C26H14Cl5IrN4O as an isolated structure in a non-equilibrium geometry.

Geometry as XYZ:
```
51
Properties=species:S:1:pos:R:3
Ir 0.0678 -0.1019 -0.0208
C -8.8245 -8.2371 6.3364
O -8.4998 -8.1279 4.9302
C -7.6256 -7.3013 4.4741
C -7.4302 -7.3315 3.0532
C -6.5275 -6.5027 2.4705
C -5.7726 -5.5961 3.2574
C -5.9696 -5.5683 4.6696
C -6.8696 -6.3894 5.2691
C -4.8268 -4.6737 2.6834
N -4.1242 -3.7998 3.3873
C -3.3904 -3.1061 2.4941
C -3.6369 -3.5606 1.1975
N -4.5453 -4.5611 1.3387
C -2.9905 -3.0000 0.0470
C -3.1211 -3.4368 -1.2840
C -2.4392 -2.7767 -2.2831
C -1.6483 -1.6778 -1.9551
N -1.4920 -1.2807 -0.6951
C -2.1316 -1.9294 0.2973
C -1.8461 -1.4796 1.6192
N -0.9245 -0.4924 1.7431
C -0.5737 -0.0489 2.9424
C -1.1317 -0.5791 4.1069
C -2.0668 -1.5847 4.0078
C -2.4432 -2.0505 2.7370
H -9.5785 -9.0114 6.4067
H -9.2224 -7.2961 6.7135
H -7.9454 -8.5198 6.9137
H -8.0260 -8.0241 2.4736
H -6.4038 -6.5489 1.3969
H -5.3899 -4.8713 5.2577
H -7.0203 -6.3473 6.3382
H -4.9558 -5.1055 0.5970
H -3.7428 -4.2895 -1.5246
H -2.5088 -3.0952 -3.3133
H -1.1385 -1.1139 -2.7263
H 0.1564 0.7486 2.9877
H -0.8179 -0.1927 5.0659
H -2.5145 -2.0315 4.8860
Cl 1.9921 1.4888 0.7624
C 2.6852 -0.1159 0.7965
C 1.8225 -1.0452 0.2759
C 2.1976 -2.3708 0.2278
Cl 1.0809 -3.5330 -0.3729
C 3.4662 -2.7460 0.6816
Cl 3.9611 -4.3680 0.5733
C 4.3187 -1.7752 1.2403
Cl 5.8397 -2.2271 1.8310
C 3.9172 -0.4279 1.3176
Cl 4.8928 0.7624 2.0390
```

Expectation value of S² = 0.79
Spin multiplicity = 2
Highest occupied orbital energy (alpha / beta) = -16.3 / -16.3 eV
Net charge = +3
LUMO level (alpha / beta) = -10.2 / -11.1 eV

Löwdin population analysis, charges in e, atoms 1 to 4:
1. Ir 1.248
2. C 0.038
3. O 0.055
4. C -0.209

***

The following is a DFT calculation (ωB97M-V/def2-TZVPD) of a 2-piece molecular cluster, C3H5NOS2 overall in a non-equilibrium geometry.

Geometry as XYZ:
```
12
Properties=species:S:1:pos:R:3
C -2.2776 1.0814 -0.8837
C 0.8758 -0.0270 0.0398
C 0.1802 -0.8118 -0.8141
N -1.7518 1.8108 -0.1371
O -2.9228 0.7186 -1.7998
S -1.0841 -1.9731 -0.4008
S -0.8434 2.1938 1.2263
H 0.7844 -0.1051 1.1364
H 1.6804 0.5177 -0.3172
H 0.3594 -0.8443 -1.8592
H -0.7829 -1.5250 0.8740
H -0.0590 3.0676 0.7930
```

Highest occupied orbital energy = -8.6 eV
LUMO level = 0.4 eV
SMILES = O=C=NS.C=CS

Löwdin population analysis, charges in e, atoms 1 to 4:
1. C -0.475
2. C -0.152
3. C -0.614
4. N -0.267

***

The following is a DFT calculation (ωB97M-V/def2-TZVPD) of C17H13F5IrN3Se3 as an isolated structure.

Geometry as XYZ:
```
42
Properties=species:S:1:pos:R:3
Ir -0.0482 0.0054 -0.1204
Se -1.4538 -2.9612 1.4470
Se -2.2149 -1.1635 2.6858
C -2.8018 0.0949 1.3692
C -4.0802 0.5968 1.5876
C -4.6154 1.5232 0.7131
C -3.8610 1.8993 -0.3846
C -2.6003 1.3632 -0.5377
N -2.0493 0.4903 0.3325
C 0.4036 -2.7781 1.9455
C 0.9893 -3.7975 2.6872
C 2.3026 -3.6456 3.0990
C 2.9779 -2.4802 2.7681
C 2.3121 -1.5320 2.0132
N 1.0555 -1.6800 1.5905
H -4.6459 0.2406 2.4368
H -5.6093 1.9190 0.8726
H -4.2327 2.5952 -1.1225
H -1.9730 1.6354 -1.3724
H 0.4176 -4.6769 2.9473
H 2.7834 -4.4166 3.6859
H 3.9948 -2.3050 3.0896
H 2.8064 -0.6059 1.7358
N 1.8999 -0.2642 -0.9243
H 1.8762 0.0168 -1.8998
H 2.2176 -1.2293 -0.8889
H 2.6058 0.3074 -0.4707
C -0.7574 -0.9672 -1.4898
H -0.2005 -1.7304 -2.0462
H -1.8019 -0.9143 -1.8065
F 1.3296 2.4571 6.3458
C 0.6692 1.9516 5.3170
C 1.2030 0.8503 4.5774
F 0.4086 -0.1000 4.0779
C 1.7844 1.8446 3.7367
F 3.0192 2.2823 3.9378
C 0.9513 2.5630 2.7690
Se 0.4667 2.3075 1.0654
C 0.3867 3.3866 3.8161
F 0.7739 4.6245 4.0120
C -0.4422 2.6893 4.7625
F -1.5787 2.0913 4.4067
```

Expectation value of S² = 0.96
Spin multiplicity = 2
Highest occupied orbital energy (alpha / beta) = -10.6 / -10.6 eV
Net charge = +1
LUMO level (alpha / beta) = -4.6 / -4.9 eV

Löwdin population analysis, charges in e, atoms 1 to 4:
1. Ir 0.786
2. Se 0.700
3. Se 0.728
4. C -0.632

***

The following is a DFT calculation (ωB97M-V/def2-TZVPD) of C8H12BN4O4ReS3 as an isolated structure in a non-equilibrium geometry.

Geometry as XYZ:
```
33
Properties=species:S:1:pos:R:3
Re 0.5790 0.1663 0.4183
O 0.9433 -3.0229 1.8785
S 1.4241 -2.2714 0.7755
O 2.3488 -2.8319 -0.1431
O 1.9413 -0.8955 1.2651
O 0.2099 -1.7051 -0.0153
C 0.7722 0.6480 -4.7951
N -0.0242 1.3488 -3.8264
C -1.0855 2.1662 -4.0855
C -1.5369 2.6261 -2.8935
N -0.7638 2.0856 -1.8958
B -0.9249 2.4389 -0.4125
N -2.2191 1.8875 0.1974
C -3.4684 2.3634 -0.1158
C -4.3805 1.7175 0.6526
N -3.6927 0.8495 1.4497
C -4.2533 -0.0359 2.4324
C -2.3792 0.9634 1.1734
S -1.1723 0.0592 2.0277
C 0.1708 1.3104 -2.4940
S 1.4714 0.4186 -1.7746
H 0.3566 0.8081 -5.7875
H 0.7836 -0.4199 -4.5732
H 1.7998 1.0118 -4.7654
H -1.4367 2.3687 -5.0776
H -2.3382 3.3009 -2.6856
H -0.8140 3.5948 -0.2260
H 0.1350 1.8145 0.2655
H -3.6167 3.1265 -0.8472
H -5.4458 1.8229 0.6881
H -5.3385 0.0330 2.4029
H -3.8960 0.2369 3.4260
H -3.9482 -1.0639 2.2322
```

Expectation value of S² = 0.76
Spin multiplicity = 2
Highest occupied orbital energy (alpha / beta) = -12.2 / -12.4 eV
Net charge = +1
LUMO level (alpha / beta) = -5.7 / -5.2 eV

Löwdin population analysis, charges in e, atoms 1 to 4:
1. Re 1.108
2. O -0.228
3. S 0.317
4. O -0.228

***

The following is a DFT calculation (ωB97M-V/def2-TZVPD) of a single C16H24N2O4S2 molecule in a non-equilibrium geometry.

Geometry as XYZ:
```
48
Properties=species:S:1:pos:R:3
C 0.0308 5.3093 -0.8263
C 1.1617 4.5227 -1.4797
C 0.6685 3.4191 -2.4160
C -0.1762 2.3685 -1.7182
H -1.0679 2.7777 -1.2538
H -0.4283 1.5546 -2.3928
S 0.7691 1.5826 -0.3822
O 0.5959 2.3537 0.8389
O 2.1222 1.3587 -0.8164
C 0.0341 0.0175 -0.1102
C -0.6983 -0.2894 1.0008
N -1.3017 -1.4821 1.2568
C -1.9563 -1.4092 2.4674
C -2.7083 -2.3307 3.1697
C -3.2326 -1.9267 4.3892
C -3.0113 -0.6493 4.8874
C -2.2576 0.2818 4.1872
C -1.7329 -0.1132 2.9721
N -0.9622 0.5484 2.0405
H -0.5551 1.4770 2.0645
H -2.0851 1.2732 4.5739
H -3.4349 -0.3737 5.8407
H -3.8254 -2.6218 4.9634
H -2.8801 -3.3220 2.7827
H -1.2511 -2.2373 0.5822
S 0.4208 -1.1473 -1.3567
O -0.3688 -2.3395 -1.0989
O 0.2035 -0.5003 -2.6259
C 2.1822 -1.5624 -1.1401
C 2.4932 -3.0106 -1.4797
C 2.8290 -3.2452 -2.9530
C 1.6178 -3.1137 -3.8663
H 1.1957 -2.1154 -3.8105
H 0.8459 -3.8216 -3.5735
H 1.8995 -3.3152 -4.8976
H 3.2438 -4.2518 -3.0528
H 3.6023 -2.5380 -3.2614
H 3.3409 -3.3339 -0.8702
H 1.6268 -3.6163 -1.2044
H 2.3632 -1.3516 -0.0895
H 2.7316 -0.8465 -1.7431
H 1.5340 2.9141 -2.8483
H 0.0848 3.8571 -3.2306
H 1.7888 5.2047 -2.0587
H 1.7808 4.0717 -0.7038
H 0.4293 6.1849 -0.3199
H -0.4781 4.6989 -0.0854
H -0.6899 5.6421 -1.5713
```

Highest occupied orbital energy = -8.1 eV
LUMO level = 0.6 eV
SMILES = CCCCS(=O)(=O)C(=C1Nc2ccccc2N1)S(=O)(=O)CCCC

Löwdin population analysis, charges in e, atoms 1 to 4:
1. C -0.105
2. C -0.265
3. C -0.231
4. C -0.221

***

What relative energy (zero: lowest compared OMol25 entry of this formula, charge and spin) values result from the calculations? In sequence: 0.0; 60.2; 133.2; 15.1; 6.7 kcal per mole.
What E values result from the calculations? In sequence: -3697.772708; -1043.593355; -8627.263926; -2129.518548; -1830.935376 a.u..